[1]
A molecular structure, C25H47Cl2NO2P2PrS2. Source: OMol25; level of theory: wB97M-V/def2-TZVPD.

Last column: Löwdin spin population.
Element x y z (Å)
Pr (0.0074, 0.6820, -0.3933)  2.08
Cl (-0.5328, 1.0451, -3.0018)  0.00
P (-2.5603, -0.8662, -1.3085)  -0.02
C (-3.1046, -1.7318, -2.8782)  0.00
C (-3.4795, -1.7911, -0.0086)  0.00
C (-3.5699, 0.7951, -1.5458)  0.00
C (-1.9757, -2.7039, -3.2013)  0.00
H (-3.1322, -0.9148, -3.6222)  0.00
C (-4.4709, -2.4308, -2.9283)  0.00
H (-4.5145, -3.3118, -2.2719)  0.00
H (-4.6356, -2.7896, -3.9615)  0.00
H (-5.3230, -1.7824, -2.6856)  0.00
H (-1.0494, -2.1604, -3.4103)  0.00
H (-2.2361, -3.2982, -4.0853)  0.00
H (-1.7987, -3.3881, -2.3576)  0.00
H (-3.0360, 1.1949, -2.4288)  0.00
C (-3.3022, 1.7614, -0.3579)  0.00
C (-5.0457, 0.6836, -1.8935)  0.00
H (-5.1892, 0.2147, -2.8755)  0.00
H (-5.4498, 1.7072, -1.9278)  0.00
H (-5.6074, 0.1190, -1.1390)  0.00
H (-2.6022, 1.3344, 0.4016)  0.00
H (-4.2456, 2.0476, 0.1688)  0.00
H (-2.8257, 2.6926, -0.7333)  0.00
C (-2.7899, -3.1402, 0.2046)  0.00
H (-4.4875, -1.9327, -0.4301)  0.00
C (-3.5762, -1.0342, 1.3107)  0.00
H (-2.9224, -3.8260, -0.6359)  0.00
H (-3.2080, -3.6257, 1.0916)  0.00
H (-1.7169, -3.0170, 0.3896)  0.00
H (-2.5821, -0.8682, 1.7697)  0.00
H (-4.1366, -1.6546, 2.0378)  0.00
H (-4.0778, -0.0606, 1.2135)  0.00
Cl (0.2304, -0.6522, 1.9547)  0.00
H (-0.4874, -1.2953, -0.9594)  -0.03
P (2.8966, 0.1202, -1.1263)  0.00
C (3.4604, 1.6874, -2.0455)  0.00
C (3.9481, 0.0539, 0.3853)  0.00
C (3.5382, -1.2285, -2.3067)  0.00
C (2.3738, 2.7370, -1.7997)  0.00
H (3.4388, 1.3562, -3.1013)  0.00
C (4.8501, 2.2534, -1.7585)  0.00
H (4.9424, 2.6186, -0.7223)  0.00
H (4.9827, 3.1173, -2.4335)  0.00
H (5.6771, 1.5550, -1.9546)  0.00
H (1.4083, 2.3959, -2.2200)  0.00
H (2.6694, 3.6510, -2.3264)  0.00
H (2.2413, 2.9779, -0.7290)  0.00
H (2.9512, -1.0005, -3.2198)  0.00
C (3.1228, -2.6100, -1.7645)  0.00
C (5.0331, -1.1278, -2.6532)  0.00
H (5.2635, -0.2341, -3.2558)  0.00
H (5.3005, -2.0197, -3.2467)  0.00
H (5.6724, -1.1146, -1.7532)  0.00
H (2.3451, -2.5203, -0.9851)  0.00
H (3.9915, -3.1615, -1.3725)  0.00
H (2.6930, -3.1852, -2.5931)  0.00
C (3.5078, 1.1120, 1.4196)  0.00
H (4.9514, 0.3144, -0.0074)  0.00
C (3.9746, -1.3283, 1.0408)  0.00
H (3.4995, 2.1453, 1.0235)  0.00
H (4.1708, 1.0461, 2.3248)  0.00
H (2.4749, 0.9162, 1.8161)  0.00
H (2.9594, -1.6902, 1.2787)  0.00
H (4.5085, -1.2638, 2.0076)  0.00
H (4.4911, -2.0643, 0.4037)  0.00
O (2.0390, 3.5432, 5.4574)  0.00
S (1.7503, 2.3488, 4.6956)  0.00
O (2.6073, 1.1936, 4.8458)  0.00
N (1.5010, 2.6665, 3.0634)  0.00
C (0.2270, 2.5860, 2.6944)  0.00
S (-0.3099, 3.0669, 1.1379)  0.00
C (-0.6429, 2.0902, 3.7593)  0.00
C (-1.9558, 1.6447, 3.6727)  0.00
C (-2.5619, 1.0055, 4.7375)  0.00
C (-1.8508, 0.9193, 5.9391)  0.00
C (-0.5392, 1.3744, 6.0730)  0.00
C (0.0545, 1.9089, 4.9387)  0.00
H (-2.4330, 1.7852, 2.7216)  0.00
H (-3.5572, 0.5643, 4.6460)  0.00
H (-2.3006, 0.4673, 6.8022)  0.00
H (0.0679, 1.3240, 6.9891)  0.00

The calculation puts the total energy at -111638.6116 eV. The calculation puts the HOMO-LUMO gap (alpha / beta) at 0.222 / 0.219 Eh. As for the spin multiplicity: 3. Its HOMO energy (alpha / beta) is -3.57 / -3.48 eV. As for the total charge: -1.


[2]
3 unconnected molecules or ions with the total composition C25H47ClFN5O10P. Source: OMol25; level of theory: wB97M-V/def2-TZVPD.

Last column: Mulliken charge in e.
Element x y z (Å)
C (0.1712, -0.2703, 4.7198)  -1.58
C (0.0995, -1.0627, 3.4161)  0.40
C (-1.3606, -1.2731, 2.9913)  -1.71
C (-1.7809, -1.2897, 1.4960)  1.36
C (-3.0618, -2.1576, 1.4021)  -0.35
C (-2.8627, -3.6428, 1.2069)  -0.59
O (-2.9880, -4.4440, 2.0807)  -0.47
N (-0.6194, -1.6114, 0.5683)  0.11
P (0.3543, -3.0793, 0.7348)  0.08
N (-0.0009, -3.8991, 1.9791)  -0.56
C (-0.0569, -0.4619, 0.2119)  -1.08
N (0.9840, -0.3880, -0.5967)  0.08
N (-0.7431, 0.6890, 0.6482)  0.99
O (-0.1174, 1.4289, 1.6660)  -0.09
C (0.8233, 2.3847, 1.1048)  -0.90
C (2.2806, 1.9806, 1.2714)  0.77
C (3.1345, 2.8191, 0.3119)  -2.10
C (2.7189, 2.0452, 2.7578)  1.14
C (3.6846, 0.9061, 3.0928)  -1.59
C (3.3258, 3.3955, 3.1656)  -1.69
C (-2.1062, 0.1122, 0.8864)  -0.55
C (-2.5209, -0.0328, -0.6503)  -0.34
O (-2.7991, -1.0491, -1.1905)  -0.40
N (-2.4035, 1.1981, -1.3523)  0.19
C (-1.4335, 1.3065, -2.3451)  0.50
O (-0.7427, 2.2482, -2.5334)  -0.52
F (-1.3334, 0.1872, -3.0722)  -0.21
C (-3.1771, 0.9597, 1.6310)  -0.27
Cl (-4.7511, 0.7795, 0.7887)  -0.12
C (-2.9073, 2.4440, 1.8542)  0.15
C (-3.9956, 3.0969, 2.7300)  -1.37
H (-0.6126, -0.6175, 5.3985)  0.44
H (1.1171, -0.4225, 5.2358)  0.39
H (-0.0086, 0.7931, 4.5578)  0.30
H (0.6986, -0.5605, 2.6521)  -0.38
H (0.5567, -2.0374, 3.5878)  0.50
H (-1.9716, -0.5104, 3.4793)  0.60
H (-1.6808, -2.2320, 3.3975)  0.48
H (-3.5903, -2.0427, 2.3496)  0.38
H (-3.7140, -1.8082, 0.6103)  0.75
H (-2.6237, -3.9654, 0.1718)  0.47
H (0.2433, -3.6828, -0.5282)  0.12
H (1.6186, -2.4743, 0.7400)  0.07
H (-0.3480, -4.8339, 1.7928)  0.31
H (1.2205, -1.1592, -1.2022)  0.33
H (1.4984, 0.4738, -0.7065)  0.10
H (0.5511, 2.5391, 0.0559)  0.46
H (0.6368, 3.3274, 1.6269)  0.41
H (2.4262, 0.9411, 0.9582)  0.21
H (4.1488, 2.4254, 0.2489)  0.42
H (2.7222, 2.7855, -0.7028)  0.53
H (3.1711, 3.8713, 0.5871)  0.34
H (1.8187, 1.9083, 3.3605)  -0.14
H (3.7218, 0.7200, 4.1665)  0.36
H (4.6975, 1.1406, 2.7588)  0.46
H (3.3877, -0.0334, 2.6171)  0.30
H (4.4089, 3.3962, 3.0367)  0.35
H (3.1387, 3.5798, 4.2245)  0.42
H (2.9084, 4.2399, 2.6167)  0.42
H (-2.2187, 1.9661, -0.7154)  0.30
H (-3.3418, 0.4975, 2.6018)  0.65
H (-1.9497, 2.5594, 2.3464)  0.02
H (-2.8870, 2.9689, 0.8952)  0.24
H (-4.6500, 2.3563, 3.1908)  0.34
H (-4.6025, 3.8017, 2.1669)  0.33
H (-3.5311, 3.6551, 3.5421)  0.40
C (0.3881, 3.7397, -5.1435)  -0.43
O (1.8136, 3.8798, -5.0679)  -0.27
C (2.3183, 4.8020, -5.8921)  0.76
O (1.6834, 5.4856, -6.6507)  -0.53
O (3.6397, 4.8324, -5.7270)  -0.31
C (4.3142, 5.7850, -6.5614)  -0.63
H (0.1423, 2.9716, -4.4193)  -0.01
H (-0.1008, 4.6762, -4.8797)  0.31
H (0.0865, 3.4481, -6.1476)  0.34
H (3.9631, 6.7926, -6.3494)  0.30
H (4.1491, 5.5549, -7.6117)  0.30
H (5.3672, 5.6922, -6.3157)  0.21
C (0.6667, -8.7707, -2.3536)  -0.62
O (-0.4646, -8.2238, -3.0453)  -0.33
C (-0.8688, -7.0400, -2.6137)  0.79
O (-0.3687, -6.4057, -1.7131)  -0.55
O (-1.9210, -6.6637, -3.3358)  -0.30
C (-2.4872, -5.4039, -2.9767)  -0.53
H (0.8593, -9.7270, -2.8277)  0.22
H (1.5294, -8.1162, -2.4595)  0.29
H (0.4358, -8.9109, -1.2998)  0.30
H (-1.7574, -4.6046, -3.1020)  0.23
H (-2.8421, -5.4252, -1.9469)  0.21
H (-3.3214, -5.2543, -3.6543)  0.29

The calculation puts the total energy at -79133.1052 eV. The calculation puts the HOMO-LUMO gap at 0.309 Eh. Its HOMO energy is -12.39 eV. As for the total charge: +1.


[3]
2 unconnected molecules or ions with the total composition C25H47F6N2O10P3S2. Source: OMol25; level of theory: wB97M-V/def2-TZVPD.

Last column: Mulliken charge in e.
Element x y z (Å)
C (4.2430, 3.1746, 3.7200)  -1.00
C (4.0419, 2.0087, 4.6910)  -0.70
C (2.7278, 1.2516, 4.4661)  -0.43
C (2.8038, 0.2635, 3.2998)  -0.69
C (1.4304, -0.2365, 2.8173)  -0.89
C (1.3374, -0.4584, 1.2979)  -0.91
C (-0.1055, -0.3555, 0.7614)  -0.80
C (-0.5303, 0.7637, -0.2297)  2.15
O (-0.6797, 0.1885, -1.5503)  0.47
C (0.3446, 0.0654, -2.4926)  0.02
C (1.6639, -0.4753, -1.9389)  -2.62
C (-0.1404, -0.8914, -3.6067)  -1.39
C (-1.6566, -1.0789, -3.7427)  0.84
O (-2.1085, -2.0044, -2.7730)  -0.47
C (-2.0520, -1.4795, -5.1756)  -0.59
N (-3.2241, -0.7270, -5.6473)  -0.65
N (0.5890, 1.4300, -3.1451)  0.85
C (-0.5053, 1.9383, -3.8910)  0.30
O (-0.6738, 1.9242, -5.0422)  -0.43
F (-1.3893, 2.5121, -3.0491)  -0.18
C (1.8276, 1.5558, -3.8207)  0.28
O (2.0764, 1.3765, -4.9431)  -0.41
F (2.7683, 1.9791, -2.9576)  -0.24
P (0.5383, 2.3071, -0.1811)  0.14
S (1.2094, 2.9079, 1.5395)  -0.28
C (-1.9924, 1.2097, 0.1313)  -0.79
F (-2.4679, 1.9972, -0.9004)  -0.36
C (-2.1189, 1.9725, 1.4657)  -0.63
S (-2.3618, 3.7652, 1.3186)  -0.08
C (-3.4328, 4.0748, 2.7558)  -0.32
C (-4.7937, 4.6523, 2.3914)  -1.04
O (-2.7825, 0.0508, 0.2242)  -0.26
C (-4.1379, 0.0649, -0.1931)  0.30
O (-4.2592, -0.0535, -1.5867)  -0.49
P (-5.1041, 1.5265, 0.4145)  0.23
O (-5.2447, 1.6300, 1.8904)  -0.62
P (-5.0479, -1.4335, 0.5780)  -0.09
C (-4.3704, -1.3508, 2.2825)  -0.71
O (-4.1838, -2.6812, -0.0278)  -0.42
H (5.1883, 3.6905, 3.9143)  0.38
H (3.4326, 3.9048, 3.8161)  0.23
H (4.2490, 2.8355, 2.6791)  0.23
H (4.0755, 2.3896, 5.7186)  0.39
H (4.8854, 1.3122, 4.5924)  0.29
H (2.4781, 0.7099, 5.3882)  0.34
H (1.9192, 1.9757, 4.3036)  0.31
H (3.3499, 0.7275, 2.4684)  0.22
H (3.4111, -0.5874, 3.6347)  0.28
H (1.2126, -1.1837, 3.3225)  0.55
H (0.6836, 0.5115, 3.1037)  0.45
H (2.0537, 0.1857, 0.7820)  0.32
H (1.6636, -1.4885, 1.1063)  0.05
H (-0.3460, -1.2609, 0.1961)  0.45
H (-0.7830, -0.3731, 1.6201)  0.34
H (1.4150, -1.3272, -1.3049)  0.65
H (2.2540, 0.2392, -1.3717)  0.33
H (2.2724, -0.8577, -2.7664)  0.68
H (0.2869, -1.8841, -3.4153)  0.46
H (0.2949, -0.5400, -4.5479)  0.29
H (-2.1643, -0.1365, -3.5130)  -0.33
H (-1.8880, -2.8903, -3.0866)  0.45
H (-1.2001, -1.3564, -5.8561)  0.36
H (-2.3216, -2.5439, -5.1659)  0.31
H (-3.2015, -0.6381, -6.6570)  0.26
H (-3.1876, 0.2219, -5.2902)  0.26
H (-0.2562, 3.2413, -0.8587)  0.18
H (1.5578, 2.0616, -1.0929)  0.11
H (-1.2448, 1.7593, 2.0877)  0.09
H (-2.9989, 1.5793, 1.9828)  0.57
H (-3.5588, 3.1284, 3.2892)  0.24
H (-2.8955, 4.7508, 3.4268)  0.54
H (-4.7036, 5.5769, 1.8160)  0.33
H (-5.3428, 4.8861, 3.3110)  0.36
H (-5.3941, 3.9272, 1.8361)  0.19
H (-4.3975, 0.8080, -2.0030)  0.42
H (-4.5030, 2.6355, -0.2098)  0.08
H (-6.3078, 1.3599, -0.2922)  0.13
H (-5.0234, -0.7338, 2.9028)  0.30
H (-3.3682, -0.9176, 2.3014)  0.10
H (-4.3424, -2.3749, 2.6649)  0.43
H (-3.2694, -2.6935, 0.2827)  0.34
C (4.9546, -5.6299, -2.0623)  -1.21
C (4.5373, -4.2278, -1.6829)  -0.12
O (3.9387, -4.1978, -0.3651)  -0.28
C (4.7866, -4.1700, 0.6542)  0.36
O (5.9806, -4.1572, 0.6094)  -0.51
C (3.9980, -4.0986, 1.9827)  0.88
F (2.9829, -4.9692, 1.9970)  -0.26
F (3.4900, -2.8637, 2.1237)  -0.22
F (4.7936, -4.3522, 3.0127)  -0.25
H (4.1062, -6.3113, -1.9986)  0.32
H (5.3294, -5.6359, -3.0856)  0.38
H (5.7431, -5.9940, -1.4052)  0.33
H (3.7575, -3.8523, -2.3423)  0.21
H (5.3783, -3.5357, -1.7038)  0.37

The calculation puts the total energy at -115984.3049 eV. The calculation puts the HOMO-LUMO gap at 0.311 Eh. Its HOMO energy is -8.41 eV.


[4]
A molecular structure, C25H47IrN4OS4. Source: OMol25; level of theory: wB97M-V/def2-TZVPD.

Last column: Löwdin spin population.
Element x y z (Å)
Ir (-0.1805, -0.0914, -0.8346)  2.58
C (0.0079, -0.6030, 2.6524)  0.15
C (-0.8809, 0.4838, 2.5770)  0.20
C (-0.2475, 1.4535, 1.7148)  0.37
C (0.8178, 0.7338, 0.9620)  0.21
C (1.0756, -0.4666, 1.7780)  0.27
C (2.3076, -1.3236, 1.7227)  0.03
C (3.5280, -0.4088, 1.9406)  0.02
C (2.2708, -2.4032, 2.8044)  0.00
C (2.4089, -1.9832, 0.3446)  0.03
C (-0.1702, 2.9701, 1.7380)  0.03
C (-1.2678, 3.7167, 2.4872)  0.00
C (1.1596, 3.2659, 2.4946)  0.03
C (-0.0643, 3.5565, 0.3267)  0.01
C (-2.2631, 0.4254, 3.2211)  0.02
C (-3.3125, 0.8098, 2.1694)  0.01
C (-2.5516, -1.0224, 3.6467)  0.00
C (-2.4014, 1.2882, 4.4902)  0.01
H (-0.1186, -1.4400, 3.3187)  0.00
H (1.6500, 1.2989, 0.5573)  0.01
H (3.4440, 0.1609, 2.8668)  0.00
H (3.6684, 0.2908, 1.1140)  0.00
H (4.4247, -1.0250, 2.0104)  0.00
H (2.2059, -1.9717, 3.8040)  0.00
H (3.1877, -2.9904, 2.7618)  0.00
H (1.4332, -3.0891, 2.6652)  0.00
H (2.4487, -1.2249, -0.4425)  0.01
H (1.5710, -2.6573, 0.1540)  0.00
H (3.3343, -2.5594, 0.2808)  0.00
H (-1.2471, 3.4890, 3.5472)  0.00
H (-2.2654, 3.5341, 2.0934)  0.00
H (-1.0715, 4.7850, 2.3905)  0.00
H (1.1772, 2.7837, 3.4727)  0.00
H (1.2214, 4.3426, 2.6538)  0.00
H (2.0423, 2.9580, 1.9358)  0.00
H (-1.0160, 3.4788, -0.1996)  0.00
H (0.7183, 3.0747, -0.2613)  0.00
H (0.1941, 4.6125, 0.4042)  0.00
H (-3.3175, 0.0789, 1.3545)  0.00
H (-3.1492, 1.7981, 1.7442)  0.00
H (-4.3012, 0.8020, 2.6296)  0.00
H (-2.3485, -1.7295, 2.8408)  0.00
H (-3.6056, -1.1007, 3.9124)  0.00
H (-1.9762, -1.3193, 4.5243)  0.00
H (-2.5629, 2.3373, 4.2762)  0.00
H (-1.5349, 1.1845, 5.1446)  0.00
H (-3.2727, 0.9372, 5.0437)  0.00
N (0.3059, 1.7116, -2.5386)  0.11
N (-0.8440, 2.4228, -2.9049)  0.01
C (-2.0420, 2.1250, -2.3919)  0.05
N (-3.0802, 2.8380, -2.7857)  0.03
S (-2.3105, 0.8567, -1.2438)  0.27
H (1.0113, 2.3673, -2.2101)  0.00
H (0.6673, 1.2024, -3.3420)  0.00
H (-0.7528, 3.1335, -3.6209)  0.00
H (-3.0072, 3.5929, -3.4538)  0.00
H (-3.9998, 2.6304, -2.4247)  0.00
S (0.4345, -1.4815, -2.7878)  0.19
C (2.0845, -1.3681, -3.2691)  0.04
N (2.6569, -2.2899, -3.9926)  0.02
C (4.0873, -2.1097, -4.3082)  0.00
C (4.3706, -0.6185, -4.1231)  0.00
S (3.1154, -0.0323, -2.9264)  0.01
H (2.1579, -3.1339, -4.2473)  0.00
H (4.2785, -2.4286, -5.3302)  0.00
H (4.6724, -2.7286, -3.6276)  0.00
H (4.2481, -0.0524, -5.0434)  0.00
H (5.3601, -0.4380, -3.7125)  0.00
O (-1.1958, -1.8910, -0.1017)  0.17
S (-1.5287, -3.2959, -0.7182)  0.02
C (-3.0386, -3.0656, -1.6800)  0.00
C (-4.2066, -3.2321, -0.7141)  0.00
C (-3.8156, -4.4193, 0.1610)  0.00
C (-2.3914, -4.1380, 0.6407)  0.01
H (-3.0186, -3.8521, -2.4379)  0.00
H (-2.9563, -2.0979, -2.1762)  0.00
H (-5.1380, -3.3993, -1.2520)  0.00
H (-4.3257, -2.3301, -0.1089)  0.00
H (-3.8407, -5.3415, -0.4217)  0.00
H (-4.4781, -4.5573, 1.0139)  0.00
H (-1.8148, -5.0152, 0.9264)  0.00
H (-2.3671, -3.4050, 1.4473)  0.00

The calculation puts the total energy at -80847.9422 eV. The calculation puts the HOMO-LUMO gap (alpha / beta) at 0.306 / 0.245 Eh. As for the spin multiplicity: 6. Its HOMO energy (alpha / beta) is -16.29 / -17.33 eV. As for the total charge: +3.